Record 1
DFT (ωB97M-V/def2-TZVPD) results for 2 unconnected molecules or ions with the total composition C4H14NO.

```
20
Properties=species:S:1:pos:R:3:forces:R:3
C 0.3923 0.7610 -1.8076 0.145 0.083 -0.321
C -0.6723 -0.2968 -1.6650 0.081 0.134 -0.179
N -0.7287 -0.9399 -0.2896 -0.520 0.114 0.244
C -1.3352 -0.1586 0.8517 -0.591 -0.085 -0.328
C -0.4787 0.8698 1.5237 -0.739 0.021 0.019
H 0.4070 1.4880 -0.9912 0.014 -0.039 -0.075
H 0.1376 1.3233 -2.7099 0.093 0.066 0.072
H 1.3945 0.3603 -1.9805 -0.065 -0.052 0.236
H -1.6416 0.1352 -1.8804 -0.339 -0.104 0.242
H -0.5158 -1.1208 -2.3608 0.013 0.004 -0.009
H 0.2115 -1.2473 -0.0480 -0.056 -0.238 0.030
H -1.3452 -1.7554 -0.3465 0.403 -0.223 -0.287
H -1.7605 -0.8986 1.5413 0.451 -0.088 0.209
H -2.2723 0.2540 0.4381 0.332 0.342 0.050
H -0.3378 1.7580 0.8897 0.297 0.010 0.095
H -1.0194 1.1864 2.4108 -0.065 0.207 0.084
H 0.5056 0.5371 1.8704 0.193 -0.194 -0.269
H 2.8179 -0.6774 2.3323 0.316 -0.101 -0.062
H 3.4744 -1.0491 0.8722 -0.038 -0.016 0.331
O 2.7667 -0.5291 1.3494 0.075 0.158 -0.081
```
Positions in Å, forces in eV/Å.

Calculated values
Total charge ... +2
Frontier orbital gap (alpha / beta) ... 12.129 / 3.700 eV
Relative energy (zero: lowest compared OMol25 entry of this formula, charge and spin) ... 37.2 kcal per mole
Multiplicity ... 2
HOMO (alpha / beta) ... -0.7450 / -0.7310 hartree

---

Record 2
DFT (ωB97M-V/def2-TZVPD) results for a single C4H5NO molecule.

```
11
Properties=species:S:1:pos:R:3:forces:R:3
N 1.8568 -0.1818 -0.2443 -0.070 -0.147 -0.172
C 0.4753 -0.0086 -0.0763 -0.092 0.293 0.060
C -0.0836 1.1634 0.3271 0.185 -0.053 -0.230
O -1.4392 1.0492 0.3872 -0.141 0.047 -0.125
C -1.7380 -0.2018 -0.0064 -0.028 -0.185 -0.062
C -0.6197 -0.9055 -0.3260 0.018 0.053 0.098
H 2.3424 0.4520 0.3693 0.303 -0.073 -0.038
H 2.2055 -1.1223 -0.1234 -0.202 0.062 0.039
H 0.3402 2.1512 0.4218 -0.113 -0.106 0.297
H -2.7874 -0.4505 0.0049 0.110 -0.056 -0.054
H -0.5859 -1.9153 -0.7158 0.030 0.164 0.186
```
Positions in Å, forces in eV/Å.

Calculated values
Frontier orbital gap ... 9.103 eV
Relative energy (zero: lowest compared OMol25 entry of this formula, charge and spin) ... 19.6 kcal per mole
SMILES ... Nc1ccoc1
HOMO ... -0.2942 hartree

---

Record 3
DFT (ωB97M-V/def2-TZVPD) results for 7 unconnected molecules or ions with the total composition C16H26N4O3 in a non-equilibrium geometry.

```
49
Properties=species:S:1:pos:R:3:forces:R:3
N 5.9597 11.6463 11.7420 -0.475 1.369 0.218
C 5.1272 10.6649 11.3785 -1.245 -1.021 -1.278
C 5.7724 9.4910 11.6198 0.086 -1.509 1.264
C 6.9683 9.7745 12.3365 -0.182 -0.920 -1.049
C 7.0528 11.1247 12.3288 0.940 0.596 0.305
H 5.7903 12.6292 11.5785 0.194 -0.298 0.137
H 4.1348 10.8310 10.9708 0.350 0.139 0.011
H 5.4877 8.4509 11.5310 -0.670 0.300 -0.375
H 7.6430 8.9676 12.6281 0.020 0.879 0.251
H 7.8106 11.8002 12.5975 0.928 0.474 0.554
N 10.4692 13.9906 8.2600 -0.019 0.196 -0.419
C 11.2480 12.8656 8.2639 0.586 -0.648 -1.217
C 11.6636 12.6410 9.5595 0.884 -0.345 -0.703
C 11.1476 13.7104 10.3154 0.657 -1.117 1.387
C 10.4260 14.5084 9.4903 -0.597 0.741 2.096
H 9.8970 14.4014 7.5519 0.119 -0.244 -0.902
H 11.5645 12.4252 7.3011 -0.520 0.074 0.881
H 12.3844 11.8829 9.9257 -0.813 0.549 -0.501
H 11.3236 13.7070 11.3844 -0.331 0.705 -0.108
H 9.7835 15.3053 9.8365 0.008 0.151 -0.617
N 9.0303 8.0815 10.2915 -0.072 -1.040 1.627
C 9.1912 8.8753 9.2091 0.038 0.321 -0.957
C 10.5407 8.9043 8.8847 -1.436 -0.786 2.036
C 11.1737 8.1496 9.9102 -0.600 -0.474 0.409
C 10.2460 7.5860 10.7823 -0.337 2.617 -3.019
H 8.1727 7.9629 10.8121 0.052 0.136 -0.499
H 8.3342 9.3615 8.7158 0.569 -0.490 0.395
H 10.9673 9.4291 8.0873 0.566 0.595 -0.884
H 12.2045 8.0874 10.0719 1.411 -0.312 -0.052
H 10.3728 7.0499 11.6750 -0.128 -0.591 0.825
N 9.0837 16.0619 5.9443 -0.776 0.374 0.772
C 7.9752 15.7887 6.7211 0.036 0.507 1.254
C 7.4846 14.5456 6.4457 0.593 0.506 -0.844
C 8.2830 14.1166 5.3576 -0.963 -1.916 -1.199
C 9.2472 15.0055 5.0887 1.109 1.002 -0.455
H 9.5683 16.9506 5.9862 0.009 -0.521 -0.192
H 7.6152 16.4650 7.4795 0.245 0.231 -0.041
H 6.6645 14.0183 6.8910 -0.253 0.107 0.064
H 8.0502 13.3442 4.6332 0.241 -0.483 0.675
H 10.0350 14.9645 4.3479 -0.208 0.167 0.090
O 6.3897 10.6024 8.0881 -1.805 -0.833 0.541
H 5.6045 10.3160 8.6288 0.999 0.129 -1.048
H 6.8404 11.1272 8.7449 0.892 0.769 0.434
O 8.6469 10.6678 5.8293 -0.577 0.220 0.467
H 7.9697 10.8902 6.4982 0.401 -0.054 -0.226
H 8.2474 9.9009 5.4130 0.108 -0.206 -0.166
O 7.9823 12.4878 9.3987 0.018 0.408 -0.340
H 8.2279 13.0869 8.6738 -0.279 -0.181 0.125
H 8.8445 12.3124 9.7889 0.227 -0.273 0.271
```
Positions in Å, forces in eV/Å.

Calculated values
Frontier orbital gap ... 8.319 eV
Relative energy (zero: lowest compared OMol25 entry of this formula, charge and spin) ... 95.1 kcal per mole
SMILES ... c1cc[nH]c1.c1cc[nH]c1.c1cc[nH]c1.c1cc[nH]c1.O.O.O
HOMO ... -0.2846 hartree

---

> Among the records above, which one has the highest relative energy (zero: lowest compared OMol25 entry of this formula, charge and spin)?

C16H26N4O3

---

> The highest relative energy (zero: lowest compared OMol25 entry of this formula, charge and spin) belongs to which entry?

C16H26N4O3